[1]
Here is C19H8Cl5NO10S2Sn as an isolated structure at a distorted geometry from OMol25. Energies are from the ωB97M-V functional and the def2-TZVPD basis.

```
46
Properties=species:S:1:pos:R:3
Sn -0.007 -0.984 -0.425
O 3.578 -4.747 0.433
C 3.098 -3.562 -0.039
O 2.688 -3.460 -1.163
C 3.167 -2.471 0.975
C 3.751 -2.665 2.214
C 3.766 -1.599 3.104
C 3.201 -0.401 2.726
C 2.613 -0.315 1.468
N 2.606 -1.320 0.608
C 1.915 0.959 1.028
O 2.352 2.026 1.422
O 0.942 0.798 0.196
H 3.454 -5.368 -0.298
H 4.162 -3.628 2.477
H 4.189 -1.720 4.093
H 3.153 0.456 3.377
Cl 2.404 0.749 -3.649
C 0.888 1.600 -3.568
C -0.197 0.991 -2.919
C -1.433 1.668 -2.829
Cl -2.104 0.984 -0.992
C -1.487 2.906 -3.391
Cl -3.048 3.816 -3.301
C -0.437 3.555 -4.050
Cl -0.600 5.134 -4.766
C 0.766 2.869 -4.134
Cl 2.122 3.593 -4.945
O -0.033 -0.230 -2.410
S -2.386 -1.714 -3.365
O -3.140 -2.094 -4.529
O -1.587 -2.725 -2.742
C -2.020 0.333 1.042
C -3.201 1.142 0.241
C -3.967 1.821 1.124
C -4.050 1.588 2.531
C -3.287 0.651 3.121
C -2.322 0.002 2.318
S -1.196 -1.132 3.165
O -0.315 -0.293 3.968
O -2.030 -2.019 3.962
O -0.542 -1.800 2.033
H -2.569 1.516 -2.117
H -4.715 2.517 0.735
H -4.786 2.148 3.094
H -3.356 0.425 4.177
```

Computed properties:
total charge	-2
HOMO energy	-0.0656	Ha
energy above the lowest of the compared OMol25 structures with the same formula, charge and spin	238.88	kcal/mol
orbital gap	5.553	eV

---

[2]
Here is a 4-piece molecular cluster, C3H13NO4 overall at a distorted geometry from OMol25. Energies are from the ωB97M-V functional and the def2-TZVPD basis.

```
21
Properties=species:S:1:pos:R:3
C -1.032 -1.339 -2.063
C -0.212 -0.484 -1.075
C 1.025 -1.185 -0.593
N 1.563 -2.207 -1.334
O 1.623 -0.843 0.421
H -1.065 -2.393 -1.759
H -2.095 -1.106 -2.036
H -0.593 -1.296 -3.055
H -0.790 -0.186 -0.204
H 0.057 0.445 -1.573
H 1.081 -2.727 -2.040
H 2.544 -2.345 -1.158
O -0.424 3.256 2.363
H -0.486 2.326 2.552
H -0.601 3.530 1.472
O -1.400 2.353 -0.950
H -0.929 2.518 -0.149
H -2.072 3.011 -1.166
O -0.369 -0.571 2.724
H -0.624 -0.981 1.885
H 0.595 -0.600 2.601
```

Computed properties:
SMILES	CCC(N)=O.O.O.O
HOMO energy	-0.3700	Ha
energy above the lowest of the compared OMol25 structures with the same formula, charge and spin	23.17	kcal/mol
orbital gap	10.556	eV